Record 1
Molecular formula: C5H10O3Sm
Method: DFT, wB97M-V/def2-TZVPD

Structure (XYZ):
```
19
Properties=species:S:1:pos:R:3:lowdin_charge:R:1
C -2.8328 -1.1666 0.0614 -0.09
O -1.5965 -0.5696 -0.2818 -0.44
C -1.4651 0.8326 0.0363 -0.31
C -0.1686 1.3859 -0.5300 -0.21
H -2.7786 -2.2039 -0.2854 0.09
H -2.9871 -1.1287 1.1502 0.10
H -3.6455 -0.6258 -0.4454 0.10
H -1.5993 0.9795 1.1193 0.13
H -2.3362 1.3257 -0.4264 0.11
H -0.4994 2.4322 -0.4158 0.04
H 0.5648 1.9622 -1.1281 0.06
O 1.8199 -1.7189 0.8152 -0.29
C 2.7172 -0.8011 0.9883 -0.29
C 2.8646 0.1948 -0.0315 -0.43
O 2.5598 -0.3618 -1.2515 -0.48
Sm 0.5211 -1.3531 -1.0993 1.52
H 3.5568 -0.9895 1.6765 0.11
H 3.8582 0.6788 0.0070 0.09
H 1.4468 1.1272 0.0412 0.18
```

Values from the calculation:
HOMO (alpha / beta), eV: -5.746 / -5.756
Multiplicity: 7
Expectation value of S²: 12.0088



Record 2
Molecular formula: C5H10O4
Method: DFT, wB97M-V/def2-TZVPD

Structure (XYZ):
```
19
Properties=species:S:1:pos:R:3:lowdin_charge:R:1
C -0.4664 -0.5190 0.7336 -0.28
C 0.8250 -0.1341 0.1990 -0.20
C -1.5889 0.4442 0.8375 0.02
C 1.4024 1.1961 0.6672 -0.03
C 0.4160 -0.0230 -1.4134 -0.70
O -0.5389 -1.6757 1.3534 0.16
O -0.7204 -1.1757 -1.3086 -0.07
O 1.4383 -0.5925 -2.1874 0.05
O -0.0388 1.0661 -1.7792 -0.01
H -1.4561 -1.9015 1.5713 0.14
H -1.3867 -0.8684 -1.9404 0.09
H 1.4684 -1.5371 -1.9923 0.10
H 1.5255 -0.9560 0.3418 0.15
H -1.4377 1.0436 1.7423 0.12
H -1.5615 1.1117 -0.0250 0.10
H -2.5535 -0.0621 0.9053 0.10
H 2.3450 1.3663 0.1470 0.09
H 1.5939 1.2019 1.7428 0.08
H 0.7345 2.0151 0.4051 0.08
```

Values from the calculation:
HOMO, eV: -8.709



Record 3
Molecular formula: C5H10O5S
Method: DFT, wB97M-V/def2-TZVPD

Structure (XYZ):
```
21
Properties=species:S:1:pos:R:3:lowdin_charge:R:1
C 1.7469 -0.5989 -0.6291 -0.35
C -1.2574 -1.1173 0.7864 -0.11
C 3.3395 -0.8361 1.2468 0.05
C -2.5298 1.8221 -0.4157 -0.11
C -0.8425 -0.6476 -0.4708 -0.50
O 2.2031 -0.4992 -1.6913 0.19
O -0.3942 1.4872 -1.9343 -0.32
O 0.0869 1.8011 0.3684 -0.34
O -1.2849 -1.0255 -1.6916 -0.02
O 1.9237 -0.7226 0.6203 -0.02
S -0.8161 1.1739 -0.6065 0.64
H -2.2287 -1.7012 0.7763 0.11
H -1.3783 -0.2658 1.5140 0.09
H -0.4713 -1.7085 1.4039 0.11
H 3.3989 -0.4517 2.2850 0.09
H 4.0131 -0.2645 0.6006 0.08
H 3.7575 -1.8887 1.1747 0.10
H -2.9610 1.5215 -1.3080 0.02
H -2.9378 1.2831 0.5191 0.09
H -2.5995 2.9151 -0.3640 0.07
H -0.7679 -0.2764 -2.1841 0.11
```

Values from the calculation:
HOMO (alpha / beta), eV: -7.509 / -7.714



Record 4
Molecular formula: C5H10OP2
Method: DFT, wB97M-V/def2-TZVPD

Structure (XYZ):
```
18
Properties=species:S:1:pos:R:3:lowdin_charge:R:1
C 0.5935 2.2253 0.5908 -0.02
C 0.5618 1.0659 -0.0057 -0.30
C 1.5488 0.0153 -0.5510 -0.22
C 1.0576 -1.3841 -0.0520 -0.26
C -0.3756 -1.6054 -0.5701 -0.31
P -1.2396 0.0732 -0.4813 0.43
O -1.9586 0.4018 -1.6923 -0.41
P -2.6060 0.0391 1.1898 0.62
H -0.4169 2.5343 0.8023 0.04
H 1.5642 2.7121 0.8482 0.08
H 1.7025 -0.0496 -1.6063 0.10
H 2.5715 0.2897 -0.1619 0.12
H 1.6608 -2.1659 -0.6483 0.12
H 0.9947 -1.6872 1.0508 0.13
H -0.3740 -1.8123 -1.6856 0.10
H -0.8730 -2.3568 -0.0189 0.05
H -2.8150 1.3140 0.7218 -0.18
H -1.5966 0.3907 2.2697 -0.09
```

Values from the calculation:
HOMO, eV: -9.180
SMILES string: C=C1CCC[P@@]1(=O)P



Record 5
Molecular formula: C5H10OSi
Method: DFT, wB97M-V/def2-TZVPD

Structure (XYZ):
```
17
Properties=species:S:1:pos:R:3:lowdin_charge:R:1
C -0.7153 -1.3010 -1.4879 -0.17
Si 0.5940 -0.7325 -0.2019 0.51
C 0.1641 -1.0575 1.6404 -0.14
C 2.2582 -0.5269 -0.9850 -0.14
O 1.3325 0.6777 -0.6062 -0.29
H -0.7671 -2.3797 -1.6199 0.02
H -1.5788 -0.7927 -1.1957 -0.02
H -0.5768 -0.7942 -2.5039 0.06
H -0.1690 -0.0349 1.9534 0.03
H -0.5986 -1.6898 1.9309 -0.01
H 1.1412 -1.1569 2.1154 0.03
H 2.2786 -0.5855 -2.0112 0.02
H 3.2072 -0.4017 -0.4365 0.06
C -1.8289 2.5563 1.3964 -0.01
C -1.4773 2.8796 0.2573 0.01
H -2.4371 2.3506 2.2854 0.03
H -0.8269 2.9891 -0.5309 -0.01
```

Values from the calculation:
HOMO, eV: -9.384
SMILES string: C[Si]1(C)CO1.C#C



Record 6
Molecular formula: C5H10S
Method: DFT, wB97M-V/def2-TZVPD

Structure (XYZ):
```
16
Properties=species:S:1:pos:R:3:lowdin_charge:R:1
C -3.1419 0.4197 -0.0950 -0.42
S -2.0146 -1.1576 0.1195 0.69
C -0.4058 -0.1439 -0.0990 -0.37
C 0.9979 -0.3700 -0.0737 -0.40
C 1.8085 1.0307 0.1153 -0.08
C 1.7935 -1.5752 -0.0942 -0.13
H -3.1264 1.1255 0.7002 -0.02
H -2.7207 1.0841 -0.9760 0.06
H -4.3760 0.3422 -0.1594 0.09
H -0.7703 0.9994 -0.0443 0.07
H 1.1355 1.9917 -0.0067 0.09
H 2.6043 1.1247 -0.5635 0.03
H 2.1616 1.1406 1.1723 0.08
H 2.6793 -1.9288 -0.9037 0.15
H 2.4529 -1.6946 0.7198 0.03
H 0.9224 -2.3885 0.1883 0.13
```

Values from the calculation:
HOMO, eV: -8.125
SMILES string: CSC=C(C)C



Record 7
Molecular formula: C5H11B
Method: DFT, wB97M-V/def2-TZVPD

Structure (XYZ):
```
17
Properties=species:S:1:pos:R:3:lowdin_charge:R:1
C 2.4646 -0.9842 -0.0959 0.05
C 1.8804 0.2088 0.0053 -0.08
B 0.3789 0.4198 0.3043 -0.34
C -0.3914 1.7513 -0.0312 -0.08
C -0.6434 -0.8503 0.6278 -0.15
C -1.9147 -0.7085 -0.3181 -0.12
H 3.4607 -1.0426 -0.3141 0.03
H 1.9645 -1.8281 0.1694 0.02
H 2.3648 1.1763 -0.0623 0.08
H -0.2331 1.9850 -1.1927 0.11
H 0.0372 2.7365 0.5026 0.09
H -1.5503 1.9304 0.0825 0.07
H -0.1325 -1.8792 0.4891 0.11
H -1.1258 -0.6362 1.5347 0.06
H -2.6462 -1.4046 -0.0071 0.05
H -1.5635 -1.1307 -1.2221 0.05
H -2.3502 0.2563 -0.4720 0.04
```

Values from the calculation:
HOMO, eV: -9.868
SMILES string: C=CB(C)CC



Record 8
Molecular formula: C5H11BeO3
Method: DFT, wB97M-V/def2-TZVPD

Structure (XYZ):
```
20
Properties=species:S:1:pos:R:3:lowdin_charge:R:1
O 1.5469 0.3614 0.7519 -0.30
C 0.2164 0.3297 1.1661 -0.19
C -0.6719 -0.1411 0.0248 -0.17
O -1.5283 0.9326 -0.3477 -0.12
C -2.4873 0.6636 -1.2629 -0.24
C -3.2556 1.6185 -1.7893 0.03
Be 1.5673 1.1877 -0.3473 0.53
H -0.0971 1.3145 1.5608 0.15
H 0.0906 -0.3817 2.0047 0.16
H -1.2315 -1.0371 0.3323 0.14
H -0.1301 -0.4457 -0.8855 0.12
H -2.4743 -0.3553 -1.6662 0.12
H -3.2827 2.6225 -1.3634 0.07
H -3.9875 1.3520 -2.5496 0.05
O 1.9283 -1.2688 1.5783 -0.17
H 1.3672 -0.5364 1.2258 -0.25
C 2.9004 -1.4935 0.5895 -0.17
H 3.4779 -2.3872 0.8651 0.08
H 2.4391 -1.6826 -0.3961 0.08
H 3.6120 -0.6530 0.5086 0.08
```

Values from the calculation:
HOMO (alpha / beta), eV: -7.837 / -8.660
Multiplicity: 2
Expectation value of S²: 0.7506



Record 9
Molecular formula: C5H11BrLuNO5S2
Method: DFT, wB97M-V/def2-TZVPD

Structure (XYZ):
```
26
Properties=species:S:1:pos:R:3:lowdin_charge:R:1
C -3.3280 -2.0394 1.4416 -0.12
O -2.2450 -2.2241 2.4350 -0.21
C -1.2710 -1.0961 2.2996 -0.20
C 0.0714 -1.5633 1.4453 -0.17
C 1.2831 -0.4177 1.4889 -0.19
C 0.8337 0.9171 0.6510 -0.20
S 2.0558 1.3846 -0.7394 0.75
O 3.4950 0.8428 -0.3847 -0.30
O 2.0760 2.9538 -0.7389 -0.36
N 1.6426 0.6789 -2.2818 -0.36
S 1.4473 1.8770 -3.5363 0.42
O 2.6594 2.8332 -3.7196 -0.28
O 0.0993 2.6312 -3.2429 -0.48
Br 1.1400 0.9207 -5.5813 0.52
H -2.9430 -1.5062 0.4602 0.09
H -4.2352 -1.4069 1.8597 0.12
H -3.7482 -3.0971 1.1094 0.12
H -0.8972 -0.8689 3.4073 0.15
H -1.7674 -0.1454 1.7979 0.12
H 0.4436 -2.5737 1.9595 0.14
H -0.1677 -1.8512 0.3293 0.12
H 2.3167 -0.8757 1.1863 0.13
H 1.3712 -0.1213 2.6417 0.14
H -0.2737 0.8593 0.2480 0.12
H 0.8709 1.8277 1.4207 0.15
Lu -0.9295 2.0607 -5.9565 1.79
```

Values from the calculation:
HOMO, eV: -13.936
Total charge: +2



Record 10
Molecular formula: C5H11BrN
Method: DFT, wB97M-V/def2-TZVPD

Structure (XYZ):
```
18
Properties=species:S:1:pos:R:3:lowdin_charge:R:1
C 0.7439 1.6427 -1.5890 0.18
C -0.4396 0.6669 -0.9518 -0.60
Br -2.1856 0.7579 -1.7432 0.84
N -0.1333 -0.1858 0.2129 -0.47
C -0.9475 0.3176 1.2560 -0.07
C 1.2122 -0.2492 0.7415 -0.05
C -0.4344 -1.5635 -0.2955 0.00
H 0.4655 1.9864 -2.5021 0.00
H 1.6783 1.9129 -1.2641 0.02
H -0.7136 -0.2906 2.1961 0.14
H -0.6620 1.4174 1.5786 0.17
H -2.0087 0.1462 0.9573 0.10
H 1.4262 0.8028 1.1560 0.14
H 1.4353 -1.0018 1.5260 0.12
H 1.9741 -0.6250 -0.1139 0.17
H 0.0069 -1.7348 -1.2555 0.12
H -0.0048 -2.1446 0.5102 0.11
H -1.4130 -1.8557 -0.4195 0.07
```

Values from the calculation:
HOMO (alpha / beta), eV: -13.214 / -13.210
SMILES string: C=C(Br)[N+](C)(C)C
Total charge: +1



Here are the calculated E_tot numbers, same order: -1079.93649, -497.41364, -970.71566, -954.39757, -561.12900, -594.54997, -221.88144, -437.29782, -5232.82989, -2825.45174 (a.u.).
Here are the calculated F_max numbers, same order: 3.09, 0.43, 4.98, 4.96, 4.98, 5.72, 4.07, 12.36, 11.85, 10.50 (eV/A).